[1]
Molecular formula: C4H15N2O
Method: DFT, ωB97M-V/def2-TZVPD

Each line ends with the Mulliken charge.
Cartesian coordinates (Å):
C: -1.880 0.349 0.821  -1.393
C: -0.433 -0.118 0.466  0.322
C: -0.461 -1.618 0.296  -0.853
C: 0.958 -2.113 0.016  -0.717
N: 1.577 -1.359 -1.076  -0.537
N: 0.014 0.552 -0.752  -0.251
H: -2.548 0.313 -0.067  0.349
H: -1.871 1.437 0.968  0.334
H: -2.313 -0.185 1.672  0.405
H: 0.033 0.074 1.427  0.123
H: -1.067 -2.153 1.047  0.426
H: -0.990 -2.045 -0.579  0.312
H: 0.861 -3.189 -0.224  0.381
H: 1.596 -2.052 0.907  0.344
H: 1.249 -1.765 -1.962  0.305
H: 2.555 -1.592 -1.237  0.258
H: 0.050 1.568 -0.825  0.242
H: -0.563 0.208 -1.522  0.449
H: 0.985 -0.103 -1.017  0.497
H: -0.004 3.304 1.330  0.302
H: 0.123 4.431 0.411  0.319
O: 0.148 3.458 0.401  -0.616

Calculated values
Energy above the lowest of the compared OMol25 structures with the same formula, charge and spin   1.193 eV
Multiplicity   1
Charge   +1



[2]
Molecular formula: C5H9N3O2
Method: DFT, ωB97M-V/def2-TZVPD

Each line ends with the Mulliken charge.
Cartesian coordinates (Å):
C: 1.870 1.388 0.816  -0.633
C: 0.889 -0.768 -0.175  -1.023
C: -1.771 -1.154 0.136  -0.358
C: -0.114 -0.322 -1.198  0.898
C: 0.904 0.235 0.973  0.907
N: -3.076 -1.115 0.286  -0.164
O: 1.603 2.183 -0.316  -0.557
N: 0.293 0.293 -2.220  -0.715
N: 0.223 0.151 2.018  -0.763
O: -1.435 -0.697 -1.109  -0.365
H: 1.529 1.611 -1.098  0.370
H: -3.483 -1.470 1.135  0.269
H: -3.718 -0.745 -0.418  0.219
H: -0.427 0.584 -2.875  0.225
H: -0.445 -0.626 2.029  0.309
H: 2.896 0.980 0.776  0.235
H: 1.786 2.042 1.684  0.373
H: 0.610 -1.750 0.207  0.480
H: 1.867 -0.821 -0.651  0.291

Calculated values
Energy above the lowest of the compared OMol25 structures with the same formula, charge and spin   2.530 eV
Multiplicity   1



[3]
Molecular formula: C27H25N3O4PdS2Sb
Method: DFT, ωB97M-V/def2-TZVPD

Each line ends with the Mulliken charge.
Cartesian coordinates (Å):
Pd: 0.607 -0.186 0.233  0.705
C: 2.108 0.393 3.484  -1.397
C: 1.425 -0.871 3.108  -0.155
N: 0.939 -1.194 1.917  0.856
C: 0.391 -2.460 1.980  -0.010
C: 0.577 -2.923 3.244  0.084
N: 1.213 -1.914 3.924  -0.036
C: 0.259 -4.189 3.965  0.448
O: -0.273 -5.150 3.256  -0.555
O: 0.518 -4.257 5.140  -0.602
C: -0.250 -3.064 0.760  0.650
O: -0.631 -4.241 0.836  -0.885
O: -0.290 -2.309 -0.252  -0.392
H: 2.172 1.050 2.621  0.125
H: 3.117 0.189 3.844  0.412
H: 1.558 0.909 4.274  0.371
H: 1.477 -2.002 4.897  0.283
H: -0.391 -4.893 2.291  0.416
C: -2.424 6.187 -2.318  -0.460
C: -2.296 6.229 -0.936  -0.596
C: -1.604 5.224 -0.273  -0.632
C: -1.046 4.166 -0.986  0.130
C: -1.178 4.127 -2.371  0.193
C: -1.863 5.139 -3.034  -0.728
Sb: -0.040 2.661 0.142  0.991
C: 0.272 1.289 -1.524  -0.068
C: 1.400 1.524 -2.346  -0.882
C: 1.572 0.836 -3.524  -0.625
C: 0.656 -0.160 -3.893  -0.578
C: -0.434 -0.441 -3.093  -0.922
C: -0.644 0.305 -1.927  0.872
C: -1.748 1.569 0.803  -0.087
C: -2.956 1.565 0.104  -0.519
C: -3.976 0.705 0.481  -0.537
C: -3.802 -0.171 1.551  -0.637
C: -2.616 -0.165 2.265  -0.592
C: -1.597 0.712 1.895  -0.477
H: -2.960 6.972 -2.836  0.388
H: -2.730 7.047 -0.373  0.393
H: -1.509 5.276 0.809  0.341
H: -0.756 3.312 -2.946  0.355
H: -1.961 5.104 -4.113  0.397
H: 2.133 2.265 -2.050  0.488
H: 2.420 1.051 -4.164  0.473
H: 0.807 -0.708 -4.817  0.422
H: -1.144 -1.212 -3.366  0.451
H: -1.543 0.132 -1.359  0.207
H: -3.099 2.234 -0.737  0.460
H: -4.913 0.710 -0.064  0.417
H: -4.601 -0.846 1.832  0.412
H: -2.485 -0.823 3.115  0.479
H: -0.701 0.758 2.498  0.812
S: 2.926 -0.200 -0.095  -0.414
C: 3.071 -1.838 -0.574  0.487
N: 2.262 -2.477 -1.377  0.008
C: 2.432 -3.931 -1.449  -0.591
C: 3.895 -4.183 -1.101  -0.574
S: 4.359 -2.814 0.011  -0.041
H: 1.382 -2.055 -1.643  0.032
H: 2.195 -4.279 -2.451  0.421
H: 1.748 -4.398 -0.739  0.216
H: 4.540 -4.161 -1.976  0.378
H: 4.029 -5.125 -0.577  0.419

Calculated values
Energy above the lowest of the compared OMol25 structures with the same formula, charge and spin   1.739 eV
Multiplicity   1
Charge   +1



[4]
Molecular formula: C30H52Cl2N3PTi
Method: DFT, ωB97M-V/def2-TZVPD

Each line ends with the Mulliken charge.
Cartesian coordinates (Å):
P: -0.214 -0.321 -1.775  0.929
C: -1.388 0.925 -2.649  0.077
C: -1.782 0.720 -4.119  -0.170
C: -2.560 1.932 -4.649  -1.053
C: -3.758 2.320 -3.777  -0.649
C: -3.425 2.370 -2.283  -0.907
C: -2.656 1.126 -1.813  -0.041
C: -1.247 -1.929 -1.739  0.386
C: -2.111 -2.242 -2.959  -0.554
C: -2.712 -3.649 -2.853  -1.051
C: -3.484 -3.868 -1.549  -0.686
C: -2.714 -3.410 -0.307  -0.940
C: -2.093 -2.009 -0.459  -0.465
C: 0.868 -0.754 -3.253  -0.117
C: 1.649 0.489 -3.718  -0.726
C: 2.572 0.175 -4.901  -0.843
C: 3.477 -1.038 -4.669  -0.742
C: 2.694 -2.259 -4.185  -0.839
C: 1.768 -1.976 -2.993  -0.640
H: -0.782 1.850 -2.594  0.596
H: -2.427 -0.162 -4.209  0.040
H: -0.914 0.541 -4.767  0.146
H: -2.882 1.733 -5.678  0.384
H: -1.869 2.781 -4.709  0.400
H: -4.139 3.295 -4.100  0.393
H: -4.563 1.593 -3.936  0.311
H: -2.814 3.256 -2.072  0.359
H: -4.339 2.477 -1.689  0.387
H: -2.408 1.222 -0.746  -0.538
H: -3.312 0.249 -1.929  0.226
H: -0.468 -2.707 -1.671  0.431
H: -1.897 -4.378 -2.921  0.379
H: -1.553 -2.164 -3.904  0.236
H: -2.942 -1.526 -3.008  0.155
H: -3.360 -3.830 -3.719  0.401
H: -3.734 -4.930 -1.454  0.397
H: -4.433 -3.321 -1.602  0.285
H: -3.370 -3.424 0.571  0.406
H: -1.909 -4.126 -0.099  0.373
H: -1.468 -1.773 0.414  -0.148
H: -2.899 -1.260 -0.498  0.173
H: 0.172 -1.049 -4.058  0.062
H: 0.971 1.307 -4.007  0.244
H: 2.254 0.869 -2.884  0.346
H: 1.958 0.004 -5.794  0.327
H: 3.185 1.054 -5.121  0.399
H: 4.237 -0.781 -3.921  0.327
H: 4.011 -1.284 -5.595  0.369
H: 3.388 -3.061 -3.918  0.411
H: 2.087 -2.650 -5.012  0.345
H: 1.164 -2.878 -2.811  0.172
H: 2.369 -1.810 -2.089  0.295
Ti: 1.085 0.702 1.930  -0.872
Cl: 1.213 -1.394 1.165  -0.441
Cl: 0.209 2.328 0.693  -0.424
C: 0.164 0.670 3.608  -0.248
H: 0.820 0.833 4.474  0.212
C: -1.237 0.423 3.863  1.130
C: -1.686 0.016 5.152  -0.481
C: -3.026 -0.269 5.376  -0.557
C: -3.976 -0.135 4.348  -0.465
C: -3.557 0.307 3.080  -0.649
C: -2.214 0.585 2.844  0.323
H: -0.942 -0.056 5.948  0.330
H: -3.355 -0.593 6.372  0.332
H: -4.295 0.445 2.284  0.390
H: -1.885 0.985 1.875  0.206
H: -5.031 -0.354 4.534  0.358
C: 3.993 3.891 3.582  -1.177
N: 4.048 2.638 4.324  0.162
C: 5.167 2.498 5.258  -1.100
C: 3.316 1.571 3.948  0.343
N: 2.733 1.571 2.731  -0.133
N: 3.213 0.522 4.803  0.333
C: 3.129 0.688 6.259  -1.310
C: 2.875 -0.811 4.303  -1.144
H: 4.594 4.613 4.156  0.380
H: 2.962 4.268 3.507  0.379
H: 4.430 3.801 2.571  0.390
H: 4.828 2.587 6.297  0.284
H: 5.687 1.542 5.124  0.339
H: 5.863 3.317 5.051  0.447
H: 3.017 2.402 2.196  0.206
H: 2.245 0.155 6.632  0.425
H: 4.010 0.266 6.760  0.318
H: 3.022 1.742 6.532  0.476
H: 1.791 -0.922 4.118  0.478
H: 3.436 -1.039 3.381  0.326
H: 3.152 -1.515 5.103  0.368

Calculated values
Multiplicity   1



[5]
Molecular formula: C3H3P
Method: DFT, ωB97M-V/def2-TZVPD

Each line ends with the Mulliken charge.
Cartesian coordinates (Å):
C: 2.617 0.985 -0.295  -0.095
C: 1.714 -0.065 0.044  0.053
C: -0.938 -0.032 0.017  -0.854
P: 0.518 -1.222 0.211  0.011
H: -1.829 -0.464 -0.621  0.286
H: -0.539 0.843 -0.296  0.319
H: -1.544 -0.046 0.940  0.280

Calculated values
Energy above the lowest of the compared OMol25 structures with the same formula, charge and spin   2.659 eV
Multiplicity   1



[6]
Molecular formula: C8H14
Method: DFT, ωB97M-V/def2-TZVPD

Each line ends with the Mulliken charge.
Cartesian coordinates (Å):
C: 0.381 -0.719 -4.232  -0.796
C: -0.146 -0.671 -2.986  -0.186
C: 0.546 -0.743 -1.686  -0.258
C: 0.160 -0.140 -0.557  -0.370
C: 0.835 0.142 0.652  -0.192
C: 0.023 -0.443 1.907  -0.846
C: -1.100 0.519 2.405  -0.394
C: -0.514 1.632 3.402  -1.223
H: 1.352 -0.992 -4.495  0.301
H: -0.200 -0.445 -5.107  0.232
H: -1.178 -0.400 -2.895  0.267
H: 1.460 -1.311 -1.608  0.320
H: -0.771 0.410 -0.536  0.193
H: 1.710 -0.523 0.697  0.294
H: 1.067 1.236 0.665  0.217
H: 0.740 -0.629 2.662  0.417
H: -0.474 -1.363 1.623  0.403
H: -1.683 0.842 1.525  0.234
H: -1.895 -0.064 2.913  0.337
H: -0.065 2.436 2.916  0.358
H: 0.170 1.386 4.284  0.293
H: -1.341 1.952 3.922  0.399

Calculated values
Energy above the lowest of the compared OMol25 structures with the same formula, charge and spin   2.413 eV
Multiplicity   1
SMILES string   C=C/C=C/CCCC



no.,E (eV)
1,-9412.4689
2,-13894.0512
3,-72748.2627
4,-93875.7839
5,-12442.3310
6,-8520.6663